Computed, not measured: 2 unconnected molecules or ions with the total composition C2H3BrN2S in a non-equilibrium geometry, with wB97M-V/def2-TZVPD.

XYZ file:
```
9
C2H3BrN2S | the Open Molecules 2025 dataset | wB97M-V/def2-TZVPD
C -2.39984 -0.53000 0.33358
C 2.64707 -0.52413 -0.73083
N -1.20331 -0.78944 0.07640
N -0.13129 -0.92743 -0.23046
S 2.90248 -1.92730 0.11229
Br 2.59966 1.14912 0.29682
H -3.06253 -0.97530 -0.35147
H -2.62425 -0.27686 1.28872
H 2.68632 -0.39144 -1.86839
```

Values from the calculation:
- DFT total energy: -3159.59846 a.u.
- HOMO level: -0.3242 Ha
- LUMO: -0.0277 Eh